(1)
C21H33N3O5S in the gas phase at a distorted geometry. Source: the OMol25 dataset; level of theory: wB97M-V/def2-TZVPD.

```
63
Properties=species:S:1:pos:R:3
C 0.236 -2.298 4.145
C -1.031 -2.882 3.518
C -2.240 -2.037 3.874
O -3.056 -2.427 4.684
C -2.368 -0.715 3.223
C -3.365 0.152 3.687
C -3.552 1.391 3.122
C -2.740 1.813 2.064
C -1.744 0.959 1.602
C -1.566 -0.287 2.169
H -0.797 -0.908 1.740
H -1.091 1.225 0.788
O -3.009 3.055 1.572
C -2.253 3.551 0.483
H -1.184 3.394 0.643
H -2.455 4.627 0.469
C -2.727 2.942 -0.847
O -4.042 3.378 -1.123
H -4.560 3.297 -0.312
C -1.862 3.355 -2.060
N -0.689 2.570 -2.366
C 0.446 2.746 -1.483
C 1.685 2.144 -2.147
N 1.482 0.737 -2.425
S 1.610 -0.271 -1.098
O 2.670 0.245 -0.284
O 0.353 -0.514 -0.447
N 2.010 -1.662 -1.912
C 3.353 -1.652 -2.458
C 4.411 -2.013 -1.415
C 4.061 -3.344 -0.751
C 2.659 -3.262 -0.151
C 1.657 -2.902 -1.246
H 0.658 -2.761 -0.835
H 1.624 -3.688 -2.008
H 2.379 -4.212 0.307
H 2.634 -2.482 0.612
H 4.791 -3.577 0.026
H 4.092 -4.146 -1.495
H 5.389 -2.069 -1.895
H 4.435 -1.226 -0.661
H 3.518 -0.648 -2.850
H 3.375 -2.368 -3.286
C 0.298 0.512 -3.229
C -0.946 1.161 -2.616
H -1.192 0.609 -1.698
H -1.782 1.083 -3.314
H 0.491 0.931 -4.220
H 0.164 -0.567 -3.306
H 1.886 2.648 -3.097
H 2.551 2.223 -1.491
H 0.323 2.233 -0.513
H 0.597 3.813 -1.308
H -1.551 4.396 -1.939
H -2.527 3.304 -2.927
H -2.727 1.845 -0.755
H -4.321 2.059 3.479
H -3.989 -0.178 4.504
H -0.921 -2.942 2.435
H -1.201 -3.886 3.911
H 0.437 -1.301 3.763
H 1.089 -2.935 3.922
H 0.124 -2.238 5.225
```

Results
- SMILES = CCC(=O)c1ccc(OC[C@@H](O)CN2CCN(S(=O)(=O)N3CCCCC3)CC2)cc1
- net charge = 0
- energy above the lowest of the compared OMol25 structures with the same formula, charge and spin (kcal per mole) = 41.4
- orbital gap (eV) = 9.3
- E_LUMO (eV) = 0.615
- strongest force on any atom (eV/Å) = 1.0

=====

(2)
7 unconnected molecules or ions with the total composition C20H53N6O7 at a distorted geometry. Source: the OMol25 dataset; level of theory: wB97M-V/def2-TZVPD.

```
86
Properties=species:S:1:pos:R:3
C -17.561 -29.092 21.505
C -19.051 -28.478 21.461
O -19.785 -28.286 22.670
H -16.809 -28.540 22.069
H -17.049 -29.307 20.567
H -17.555 -30.111 21.891
H -19.623 -28.952 20.663
H -18.865 -27.477 21.072
C -21.242 -23.381 19.516
C -21.034 -24.858 19.167
O -21.332 -25.726 20.037
N -20.613 -25.172 17.759
H -21.307 -25.135 17.027
H -19.844 -24.566 17.513
C -20.031 -26.589 17.794
H -22.058 -22.839 19.038
H -20.452 -22.659 19.308
H -21.439 -23.228 20.577
H -19.686 -26.732 16.770
H -20.885 -27.266 17.811
H -19.313 -26.831 18.578
C -16.686 -28.290 15.020
C -16.606 -28.105 16.526
O -17.440 -28.625 17.267
N -15.502 -27.217 17.049
H -14.640 -27.454 16.579
H -15.603 -26.246 16.788
C -15.145 -27.447 18.555
H -16.231 -27.482 14.447
H -17.663 -28.299 14.538
H -16.095 -29.184 14.820
H -16.067 -27.244 19.099
H -14.330 -26.749 18.748
H -14.819 -28.486 18.591
C -20.525 -32.380 22.250
C -21.660 -31.777 23.012
O -22.297 -32.393 23.816
N -21.977 -30.270 22.744
H -21.145 -29.775 22.456
H -22.714 -30.023 22.099
C -22.339 -29.618 24.133
H -20.291 -33.423 22.464
H -19.690 -31.943 22.796
H -20.372 -32.120 21.203
H -22.639 -28.649 23.733
H -21.461 -29.582 24.777
H -23.180 -30.074 24.656
C -19.344 -29.397 27.251
C -19.018 -29.780 25.868
O -19.430 -30.776 25.423
N -18.172 -28.805 25.038
H -18.543 -28.869 24.100
H -18.271 -27.840 25.322
C -16.672 -29.164 25.036
H -20.319 -29.775 27.561
H -19.359 -28.322 27.429
H -18.522 -29.821 27.828
H -16.430 -29.458 26.058
H -15.988 -28.342 24.826
H -16.513 -29.978 24.329
C -21.724 -25.417 23.890
C -20.526 -24.650 23.576
O -20.353 -23.474 23.828
N -19.309 -25.515 23.231
H -18.873 -25.766 24.107
H -19.556 -26.446 22.928
C -18.214 -24.811 22.351
H -22.383 -24.723 24.412
H -21.680 -26.315 24.505
H -22.215 -25.586 22.931
H -18.912 -24.489 21.578
H -17.505 -25.547 21.972
H -17.768 -24.016 22.949
C -18.289 -32.213 15.231
C -18.152 -32.053 16.746
O -19.113 -31.540 17.378
N -16.924 -32.476 17.523
H -16.711 -33.420 17.236
H -16.034 -32.017 17.390
C -17.181 -32.439 19.078
H -19.273 -32.026 14.801
H -18.086 -33.234 14.910
H -17.500 -31.605 14.787
H -17.921 -33.137 19.469
H -17.342 -31.446 19.497
H -16.191 -32.838 19.299
```

Results
- net charge = +5
- energy above the lowest of the compared OMol25 structures with the same formula, charge and spin (kcal per mole) = 91.5
- orbital gap (eV) = 8.0
- E_LUMO (eV) = -12.873
- strongest force on any atom (eV/Å) = 6.5

=====

(3)
2 unconnected molecules or ions with the total composition C5H6Si at a distorted geometry. Source: the OMol25 dataset; level of theory: wB97M-V/def2-TZVPD.

```
12
Properties=species:S:1:pos:R:3
C -1.420 -0.921 -0.452
C -1.353 0.155 0.584
C 2.258 1.073 -0.454
C 2.565 -0.063 0.253
C -2.571 -0.433 -0.207
Si 1.788 -0.443 -1.464
H -0.643 -1.647 -0.762
H -1.188 -0.154 1.582
H 2.458 2.127 -0.364
H 2.885 -0.401 1.174
H -3.655 -0.415 -0.190
H -1.124 1.122 0.299
```

Results
- SMILES = C1=[Si]=C1.C1=CC1
- net charge = 0
- energy above the lowest of the compared OMol25 structures with the same formula, charge and spin (kcal per mole) = 86.6
- orbital gap (eV) = 9.3
- E_LUMO (eV) = 0.284
- strongest force on any atom (eV/Å) = 5.0

=====

(4)
C14H22S4 in the gas phase at a distorted geometry. Source: the OMol25 dataset; level of theory: wB97M-V/def2-TZVPD.

```
40
Properties=species:S:1:pos:R:3
S -2.000 2.039 0.805
S -0.093 -0.040 -1.745
S 0.127 0.036 1.612
S 1.363 1.253 0.514
C -1.644 0.471 1.297
C 1.349 0.080 -0.892
C -5.411 0.624 2.158
C 5.510 -0.065 -2.355
C -4.210 0.779 3.177
C -4.910 0.318 0.692
C 5.137 -1.136 -1.345
C 4.351 0.130 -3.359
C -3.121 -0.291 3.195
C -3.781 -0.693 0.735
C 3.745 -0.647 -0.706
C 3.090 0.650 -2.618
C -2.583 -0.530 1.723
C 2.677 -0.450 -1.631
H -6.117 -0.224 2.466
H -5.816 1.674 2.160
H 5.629 0.921 -1.863
H 6.383 -0.213 -2.959
H -3.838 1.884 2.959
H -4.631 0.753 4.146
H -5.827 -0.069 0.188
H -4.593 1.193 0.123
H 6.018 -1.323 -0.582
H 4.866 -2.132 -1.809
H 4.478 0.997 -3.994
H 4.204 -0.736 -4.068
H -2.301 -0.093 3.866
H -3.659 -1.195 3.584
H -4.222 -1.612 1.023
H -3.457 -0.822 -0.398
H 3.910 0.299 -0.284
H 3.347 -1.304 0.041
H 3.332 1.567 -2.031
H 2.355 0.899 -3.405
H -2.133 -1.629 1.694
H 2.476 -1.364 -2.115
```

Results
- SMILES = S=C(SSC(=S)C1CCCCC1)C1CCCCC1
- net charge = 0
- energy above the lowest of the compared OMol25 structures with the same formula, charge and spin (kcal per mole) = 54.8
- orbital gap (eV) = 7.3
- E_LUMO (eV) = -1.007
- strongest force on any atom (eV/Å) = 4.5

=====

(5)
9 unconnected molecules or ions with the total composition C25H49Cl3O14 at a distorted geometry. Source: the OMol25 dataset; level of theory: wB97M-V/def2-TZVPD.

```
91
Properties=species:S:1:pos:R:3
C -5.105 1.667 -4.618
Cl -4.501 2.121 -2.966
Cl -4.250 2.428 -5.954
Cl -6.850 1.800 -4.677
H -4.954 0.589 -4.664
C 2.959 3.361 -6.377
O 2.099 2.803 -5.316
C 0.814 2.665 -5.575
O 0.208 3.113 -6.540
O 0.271 2.021 -4.592
C -1.132 1.819 -4.512
H 2.671 4.343 -6.752
H 3.103 2.658 -7.198
H 3.947 3.489 -5.936
H -1.593 1.237 -5.311
H -1.712 2.737 -4.608
H -1.235 1.360 -3.529
C -2.734 0.069 -1.147
O -2.135 -0.002 0.159
C -0.806 -0.323 0.193
O -0.060 -0.633 -0.754
O -0.425 -0.377 1.468
C 0.883 -0.817 1.784
H -2.222 0.806 -1.765
H -3.766 0.421 -1.155
H -2.607 -0.886 -1.657
H 1.112 -0.437 2.780
H 1.532 -0.481 0.975
H 1.066 -1.876 1.963
C 3.203 -5.100 3.978
O 3.848 -3.879 3.610
C 3.739 -3.515 2.345
O 2.886 -3.902 1.542
O 4.512 -2.441 2.159
C 4.315 -1.667 0.952
H 3.647 -6.061 3.716
H 2.206 -5.022 3.544
H 2.921 -5.105 5.031
H 3.341 -1.210 1.128
H 4.331 -2.334 0.090
H 5.081 -0.894 0.889
C -0.697 2.276 3.732
C -1.140 3.121 4.911
O -2.238 3.024 5.385
C -0.061 4.055 5.404
H -0.997 1.230 3.801
H 0.368 2.345 3.510
H -1.173 2.603 2.808
H 0.302 4.829 4.728
H 0.816 3.466 5.673
H -0.527 4.345 6.346
C -1.750 -2.056 4.109
C -0.909 -1.429 5.264
O 0.247 -1.825 5.507
C -1.606 -0.315 6.017
H -2.036 -1.237 3.449
H -2.588 -2.688 4.401
H -1.069 -2.763 3.634
H -1.971 0.391 5.270
H -0.971 0.078 6.811
H -2.412 -0.684 6.651
C -6.357 -2.881 -0.017
C -4.921 -3.000 -0.387
O -4.526 -2.940 -1.574
C -3.903 -3.089 0.707
H -6.769 -1.945 -0.395
H -6.703 -3.008 1.009
H -6.865 -3.611 -0.648
H -3.817 -2.135 1.226
H -2.864 -3.309 0.460
H -4.318 -3.843 1.375
C 3.423 3.240 0.692
C 3.098 2.173 -0.349
O 3.461 0.999 -0.218
C 2.228 2.530 -1.578
H 3.772 2.722 1.586
H 2.604 3.923 0.919
H 4.271 3.804 0.304
H 2.691 2.343 -2.546
H 2.203 3.619 -1.626
H 1.247 2.064 -1.485
C 1.871 -0.556 -4.759
C 2.584 -1.637 -4.012
O 3.069 -2.628 -4.604
C 2.782 -1.349 -2.545
H 1.789 -0.866 -5.801
H 2.446 0.359 -4.901
H 0.895 -0.317 -4.336
H 1.953 -0.770 -2.137
H 3.743 -0.863 -2.380
H 2.716 -2.339 -2.094
```

Results
- SMILES = COC(=O)OC.COC(=O)OC.COC(=O)OC.ClC(Cl)Cl.CC(C)=O.CC(C)=O.CC(C)=O.CC(C)=O.CC(C)=O
- net charge = 0
- energy above the lowest of the compared OMol25 structures with the same formula, charge and spin (kcal per mole) = 0.0
- orbital gap (eV) = 9.2
- E_LUMO (eV) = 0.117
- strongest force on any atom (eV/Å) = 3.9

=====

(6)
C4H6N2O2 in the gas phase at a distorted geometry. Source: the OMol25 dataset; level of theory: wB97M-V/def2-TZVPD.

```
14
Properties=species:S:1:pos:R:3
C 2.116 0.041 0.197
C 0.024 1.024 0.131
C 0.293 -1.438 -0.040
C -0.591 -0.105 -0.010
N 1.669 -1.125 0.175
N -1.998 -0.275 -0.145
O -0.555 2.243 0.231
O 1.393 1.124 0.141
H 3.206 0.071 0.195
H -0.051 -2.025 0.676
H 0.086 -1.861 -1.045
H -2.506 -0.845 0.524
H -2.481 0.602 -0.346
H -0.604 2.569 -0.684
```

Results
- SMILES = NC1=C(O)OC=NC1
- net charge = 0
- energy above the lowest of the compared OMol25 structures with the same formula, charge and spin (kcal per mole) = 55.7
- orbital gap (eV) = 8.8
- E_LUMO (eV) = 0.584
- strongest force on any atom (eV/Å) = 6.1